{"formula": "C11H26BNO10S2", "method": "ωB97M-V/def2-TZVPD", "e_above_lowest_kcal_mol": 11.9, "lumo_ev": 0.15, "smiles": "C[C@H](O)C[C@@]1(COO)OS(=O)(=O)O[C@@]1(CCCS)B(N)O.OCCO", "charge": 0, "symbols": ["C", "C", "O", "C", "C", "C", "O", "O", "O", "S", "O", "O", "O", "C", "C", "C", "C", "S", "B", "N", "O", "H", "H", "H", "H", "H", "H", "H", "H", "H", "H", "H", "H", "H", "H", "H", "H", "H", "H", "H", "H", "C", "C", "O", "O", "H", "H", "H", "H", "H", "H"], "xyz": [[-0.530, -4.982, -2.102], [0.537, -3.909, -2.193], [1.765, -4.556, -2.562], [0.871, -3.216, -0.871], [0.065, -1.916, -0.605], [0.542, -0.892, -1.609], [1.436, 0.002, -0.983], [2.622, -0.082, -1.763], [-1.327, -2.312, -0.851], [-1.944, -2.908, 0.498], [-2.228, -4.283, 0.443], [-3.024, -2.140, 0.982], [-0.673, -2.650, 1.465], [0.115, -1.569, 0.862], [-0.540, -0.263, 1.405], [-1.542, 0.508, 0.507], [-1.303, 2.034, 0.542], [-0.638, 2.626, -1.056], [1.581, -1.732, 1.534], [2.523, -0.636, 1.731], [1.985, -2.955, 1.909], [-0.325, -5.720, -1.340], [-1.514, -4.551, -2.007], [-0.529, -5.511, -3.053], [0.289, -3.201, -2.984], [1.750, -4.745, -3.508], [0.785, -3.932, -0.064], [1.909, -2.909, -0.966], [1.030, -1.332, -2.464], [-0.293, -0.314, -1.999], [3.303, 0.362, -1.233], [0.199, 0.442, 1.759], [-1.091, -0.560, 2.286], [-2.539, 0.371, 0.901], [-1.554, 0.209, -0.529], [-0.655, 2.325, 1.360], [-2.241, 2.545, 0.706], [0.499, 3.250, -0.710], [2.267, 0.175, 1.179], [2.443, -0.318, 2.696], [2.900, -2.895, 2.222], [-1.517, 6.453, 1.240], [-0.027, 6.680, 1.092], [0.564, 5.568, 0.413], [-1.764, 5.247, 1.946], [-1.983, 7.271, 1.789], [-1.987, 6.374, 0.251], [0.449, 6.736, 2.069], [0.179, 7.602, 0.541], [0.263, 5.592, -0.503], [-1.102, 4.617, 1.629]], "forces_ev_per_a": [[-0.1, 0.2, -0.9], [0.4, -0.7, 0.2], [0.4, 0.2, -0.2], [0.0, 0.5, -0.4], [0.7, -2.2, -0.7], [-1.1, 1.0, -0.1], [0.2, 0.0, 0.5], [0.8, 0.0, -0.6], [-0.5, 0.4, 0.6], [-0.1, 0.1, 1.7], [0.8, -1.4, -0.8], [-0.6, 1.5, -0.3], [-0.6, -0.5, -1.6], [0.3, 0.7, 1.9], [-0.4, 0.1, -1.1], [0.2, 0.9, 0.7], [0.1, -0.2, -0.3], [0.0, 0.2, -0.3], [0.4, 0.5, -0.6], [-0.7, 0.5, 0.1], [0.1, -0.5, 0.5], [0.0, 0.1, 0.4], [-0.3, 0.0, 0.3], [0.0, -0.1, -0.2], [-0.2, 0.2, 0.0], [-0.1, -0.1, 0.2], [0.0, 0.0, 0.2], [0.3, 0.0, 0.2], [0.2, -0.3, 0.0], [-0.2, 0.1, 0.0], [-0.4, 0.0, 0.2], [0.4, 0.0, -0.2], [0.0, -0.2, 0.3], [-0.3, -0.4, -0.1], [0.0, -0.3, -0.1], [0.3, 0.0, 0.1], [-0.2, 0.2, -0.1], [-0.1, -0.2, 0.3], [0.0, 0.0, 0.0], [0.5, -0.1, 0.1], [-0.2, -0.2, -0.1], [0.0, -0.3, 0.0], [-0.1, 0.0, -0.3], [0.1, 0.0, 0.1], [0.1, 0.1, 0.1], [0.0, 0.0, 0.0], [0.1, 0.2, -0.1], [0.0, 0.0, 0.0], [0.0, 0.1, 0.1], [0.0, -0.1, 0.1], [-0.1, 0.0, 0.0]]}